(1)
Density functional theory data (ωB97M-V/def2-TZVPD) for 5 unconnected molecules or ions with the total composition C18H40F3IN4O7PS at a distorted geometry.

* charge: +1
* LUMO energy: -4.6 eV
* HOMO-LUMO gap: 6.05 eV
* total energy: -2792.1527 hartree
* molar mass: 671.478 Da

Structure (XYZ):
```
75
Properties=species:S:1:pos:R:3:lowdin_charge:R:1
O 6.1759 1.4124 2.8645 -0.099
C 6.2861 2.0581 1.5636 -0.207
C 4.8995 2.8222 1.1985 -0.190
C 4.3213 2.3991 -0.2278 -0.361
S 2.5794 1.7118 -0.1619 0.778
C 1.5647 2.7777 0.9596 -0.291
C 0.2399 2.0881 1.5244 -0.270
O 0.1382 2.4654 2.9139 -0.010
C -1.1065 2.6394 0.8409 -0.418
F -0.9814 2.8779 -0.5176 0.115
F -1.5447 3.7273 1.5700 0.135
F -2.0527 1.6011 0.9849 0.079
P 2.8595 -0.2914 0.6135 0.339
O 2.2335 -0.4393 2.1987 -0.410
I 1.5416 -1.6902 -0.9648 0.537
H 5.6268 0.6092 2.7770 0.080
H 7.1059 2.8541 1.7029 0.120
H 6.5638 1.3017 0.7581 0.124
H 5.1747 3.9284 1.1812 0.124
H 4.2036 2.6450 2.0718 0.101
H 4.9599 1.5364 -0.6173 0.090
H 4.4281 3.2382 -0.9827 0.116
H 1.2253 3.6742 0.3310 0.124
H 2.1252 3.2185 1.8385 0.114
H 0.2002 0.9638 1.4146 0.131
H 0.5638 1.7879 3.4733 0.121
H 1.3829 -0.9286 2.0834 0.042
C -3.1021 -5.4400 -2.6168 -0.003
C -2.0286 -4.4509 -2.2527 -0.551
O -1.1446 -4.1265 -3.0377 0.005
N -2.0557 -3.9089 -1.0065 -0.001
C -3.0022 -4.1519 0.0652 -0.062
H -2.9471 -5.7830 -3.6392 0.084
H -3.0568 -6.3052 -1.9525 0.092
H -4.0845 -4.9665 -2.5563 0.085
H -1.3039 -3.2592 -0.8459 0.073
H -3.4727 -3.2027 0.3290 0.065
H -2.4518 -4.5310 0.9293 0.083
H -3.7695 -4.8685 -0.2172 0.083
C 8.2119 5.7984 3.4348 -0.011
C 9.1990 5.1111 2.5289 -0.553
O 8.8864 4.6975 1.4173 0.002
N 10.4710 4.9548 2.9770 0.007
C 11.0344 5.3690 4.2460 -0.070
H 7.2425 5.8484 2.9398 0.075
H 8.0973 5.2352 4.3633 0.087
H 8.5430 6.8164 3.6493 0.089
H 11.0733 4.4866 2.3157 0.144
H 11.8614 6.0537 4.0489 0.087
H 11.4191 4.4846 4.7573 0.086
H 10.3011 5.8620 4.8801 0.076
C -4.9802 0.0860 -0.5802 -0.007
C -5.8222 -0.5867 0.4719 -0.550
O -5.6829 -1.7685 0.7596 0.018
N -6.7611 0.1612 1.1098 0.005
C -7.0790 1.5611 0.9161 -0.074
H -4.2796 -0.6369 -0.9977 0.078
H -5.6136 0.4593 -1.3875 0.089
H -4.4095 0.9055 -0.1386 0.067
H -7.2846 -0.3578 1.7997 0.143
H -6.9335 2.0822 1.8645 0.084
H -8.1282 1.6393 0.6248 0.086
H -6.4570 2.0219 0.1520 0.075
C -5.6247 -5.9021 -6.0245 -0.014
C -6.4688 -6.5737 -4.9738 -0.561
O -6.3304 -7.7531 -4.6856 0.028
N -7.4108 -5.8254 -4.3356 0.000
C -7.7292 -4.4261 -4.5290 -0.081
H -4.9230 -6.6236 -6.4412 0.086
H -6.2574 -5.5292 -6.8327 0.086
H -5.0550 -5.0824 -5.5808 0.076
H -7.9347 -6.3451 -3.6467 0.140
H -7.5854 -3.9049 -3.5799 0.079
H -8.7783 -4.3482 -4.8218 0.083
H -7.1065 -3.9647 -5.2922 0.074
```

=====

(2)
Density functional theory data (ωB97M-V/def2-TZVPD) for a molecular structure, C18H40N5OP3Rh at a distorted geometry.

* charge: +3
* LUMO energy (alpha / beta): -10.0 / -12.9 eV
* HOMO-LUMO gap (alpha / beta): 6.13 / 3.63 eV
* total energy: -2192.2206 hartree
* 2S+1: 5
* molar mass: 538.380 Da
* expectation value of S²: 6.047

Structure (XYZ):
```
68
Properties=species:S:1:pos:R:3:nbo_charge:R:1
Rh -0.8045 0.0674 0.1580 0.701
P 1.1647 1.7788 0.4824 1.048
P -2.4460 0.9649 1.2962 1.011
P -1.5526 0.9298 -1.7342 0.919
H 1.7474 -4.5631 0.5346 0.166
C 2.5977 -4.5376 -0.1381 -0.422
C 3.6693 -3.7571 0.0566 -0.375
H 3.8643 -3.1228 0.9166 0.202
C 2.3774 1.4156 1.7941 -0.942
C 0.2425 3.1758 1.1191 -0.921
C 2.0126 2.5218 -0.9516 -0.935
C -3.4640 -0.5403 1.5119 -0.942
C -2.0294 1.5307 2.9774 -0.978
C -3.6275 2.2296 0.7183 -0.958
C -0.3845 0.8067 -3.1083 -0.957
C -2.2390 2.6182 -2.1061 -0.921
C -2.9272 -0.1964 -2.1484 -0.935
H 2.5702 -5.3216 -0.9378 0.228
H 4.5256 -3.7810 -0.6427 0.218
H 3.0582 0.6553 1.3807 0.307
H 1.8276 0.9740 2.6358 0.268
H 2.9054 2.3335 2.0744 0.282
H -0.3045 2.9228 2.0272 0.270
H -0.4717 3.5823 0.3976 0.265
H 0.9620 3.9647 1.3693 0.312
H 2.6930 1.7851 -1.4007 0.282
H 2.5894 3.3642 -0.5435 0.291
H 1.2793 2.8543 -1.7001 0.263
H -4.4844 -0.2291 1.7608 0.298
H -3.0224 -1.1123 2.3379 0.265
H -3.4512 -1.1511 0.5983 0.256
H -2.2411 2.6020 3.0377 0.271
H -0.9873 1.3176 3.2316 0.267
H -2.6857 0.9840 3.6615 0.280
H -4.2979 1.7791 -0.0238 0.261
H -3.1193 3.1064 0.2868 0.263
H -4.2236 2.5446 1.5909 0.288
H -0.5579 1.6359 -3.8149 0.272
H -0.4683 -0.1614 -3.6093 0.275
H 0.6345 0.8818 -2.7189 0.243
H -2.0861 2.8188 -3.1748 0.277
H -1.7554 3.4279 -1.5378 0.244
H -3.3153 2.6495 -1.9058 0.264
H -2.9350 -0.3534 -3.2323 0.291
H -3.8877 0.2137 -1.8128 0.265
H -2.7354 -1.1464 -1.6344 0.241
C 2.4148 -1.0618 -1.3858 0.353
C 1.2997 -1.9809 -1.2523 -0.288
C 0.7934 -2.5849 -2.3843 -0.198
C 1.2524 -2.2415 -3.6649 -0.092
C 2.1367 -1.1565 -3.8211 -0.230
C 2.6794 -0.5332 -2.7191 -0.159
O 3.1514 -0.7355 -0.4089 -0.539
H 1.3395 0.3465 0.1247 0.178
H 1.1001 -2.4060 -0.2667 0.224
H 0.0392 -3.3565 -2.2502 0.241
H 0.8873 -2.8143 -4.5158 0.256
H 2.4067 -0.8878 -4.8445 0.264
H 3.3881 0.2938 -2.7712 0.236
N 1.0009 -1.3728 5.0434 -0.553
N 0.3494 -1.5364 3.8166 0.205
N 0.2882 -2.7347 3.1806 -0.179
C -0.0606 -2.3576 1.9406 0.172
N -0.2299 -1.0348 1.8347 -0.461
N 0.1308 -0.4876 3.0235 -0.086
H 0.6358 -0.5631 5.5399 0.409
H 0.9204 -2.2172 5.5914 0.428
H -0.1401 -3.0404 1.1099 0.250
```